{
  "formula": "C17H16N2O3",
  "method": "wB97M-V/def2-TZVPD",
  "symbols": ["C", "C", "C", "C", "C", "C", "N", "C", "O", "C", "N", "C", "C", "C", "C", "C", "C", "C", "C", "C", "O", "O", "H", "H", "H", "H", "H", "H", "H", "H", "H", "H", "H", "H", "H", "H", "H", "H"],
  "xyz": [[-2.170, 3.429, -1.548], [-1.888, 2.036, -1.077], [-1.538, 1.737, 0.259], [-1.523, 0.308, 0.208], [-1.902, -0.178, -1.038], [-2.061, -1.565, -1.438], [-0.789, -2.420, -1.337], [-0.604, -3.364, -0.404], [-1.603, -3.914, 0.146], [0.855, -3.466, -0.062], [1.385, -2.254, 0.555], [1.108, -2.049, 1.920], [1.213, -0.787, 2.430], [1.614, 0.282, 1.627], [1.656, 1.588, 2.147], [1.904, 2.661, 1.326], [1.930, 2.482, -0.042], [1.962, 1.186, -0.587], [1.940, 0.058, 0.279], [1.748, -1.219, -0.309], [1.801, -1.316, -1.534], [-2.263, 0.854, -1.788], [-1.987, 4.045, -0.697], [-3.166, 3.486, -1.991], [-1.412, 3.726, -2.326], [-1.420, 2.514, 1.084], [-1.413, -0.270, 1.155], [-2.907, -1.972, -0.933], [-2.353, -1.578, -2.536], [0.114, -2.003, -1.689], [0.980, -4.260, 0.674], [1.397, -3.818, -0.895], [0.881, -2.888, 2.473], [1.061, -0.801, 3.526], [1.357, 1.706, 3.201], [2.087, 3.680, 1.645], [2.126, 3.310, -0.703], [1.881, 1.031, -1.721]],
  "atomic_forces_ev_per_a": [[1.0, -1.3, -2.1], [-1.0, -0.4, 2.3], [-0.7, 0.2, -3.1], [-0.1, -1.3, 1.8], [1.0, 1.3, 4.0], [0.9, -1.5, -3.2], [-0.3, 2.1, -0.7], [-3.9, 0.1, 1.0], [3.1, 0.7, -0.7], [0.0, -1.6, 2.0], [-0.4, 0.1, -0.6], [1.1, 3.2, -2.1], [-0.3, -3.5, 1.7], [0.6, 1.5, -0.2], [-0.5, 0.0, 0.8], [0.1, 0.4, 0.1], [1.1, -1.8, -1.3], [-0.3, 0.4, -0.8], [-1.1, 2.3, 0.2], [-0.1, -0.4, -0.2], [0.0, -1.3, 0.0], [1.5, 2.9, -0.6], [-0.3, 0.6, 0.5], [0.1, 0.4, 0.2], [-0.8, -0.1, 0.5], [0.1, -1.6, -1.4], [0.2, 0.0, -1.2], [-0.1, -1.0, 0.7], [0.3, 0.0, 1.2], [-1.5, -0.2, 0.2], [-0.2, -0.1, 0.1], [0.9, 0.2, -1.1], [-0.6, -1.6, 1.0], [0.1, 0.8, -0.8], [0.5, 0.1, -0.5], [-0.4, -0.1, 0.6], [-0.3, 0.3, -0.1], [0.5, 0.2, 2.0]],
  "energy_ha": -992.59888,
  "homo_lumo_gap_ev": 8.21,
  "smiles": "Cc1ccc(CNC(=O)Cn2ccc3ccccc3c2=O)o1",
  "de_lowest_kcal_mol": 70.59
}

{
  "formula": "C17H17B3ClFO13",
  "method": "wB97M-V/def2-TZVPD",
  "symbols": ["C", "C", "O", "O", "C", "C", "C", "B", "O", "B", "F", "O", "B", "Cl", "O", "H", "H", "H", "H", "H", "H", "H", "H", "H", "O", "C", "C", "C", "O", "C", "O", "C", "C", "O", "H", "H", "H", "H", "O", "C", "C", "C", "O", "C", "O", "C", "C", "O", "H", "H", "H", "H"],
  "xyz": [[1.087, 0.800, 0.170], [-0.553, 1.109, 0.280], [-1.170, 0.755, 1.408], [-1.169, 1.704, -0.915], [-2.544, 2.165, -0.673], [-3.629, 1.015, -1.178], [-5.139, 1.679, -1.409], [-6.258, 1.175, -0.315], [-6.171, -0.136, 0.387], [-7.390, -0.942, 0.174], [-7.367, -2.424, 0.285], [-8.674, -0.254, -0.163], [-8.615, 1.180, 0.293], [-10.106, 1.831, 1.208], [-7.414, 2.035, 0.013], [1.449, 0.076, 1.047], [1.712, 1.803, 0.125], [1.232, 0.298, -0.904], [-2.716, 3.091, -1.407], [-2.752, 2.571, 0.405], [-3.280, 0.681, -2.269], [-3.643, 0.053, -0.511], [-5.538, 1.383, -2.480], [-4.991, 2.859, -1.407], [3.817, 0.701, 1.366], [4.344, 1.214, 2.347], [3.577, 1.587, 3.546], [4.179, 2.158, 4.591], [3.464, 2.509, 5.722], [5.640, 2.441, 4.582], [6.162, 2.984, 5.550], [6.412, 2.046, 3.393], [5.811, 1.472, 2.350], [6.530, 1.096, 1.230], [2.515, 1.377, 3.538], [4.122, 2.905, 6.334], [7.477, 2.242, 3.407], [5.871, 0.705, 0.616], [2.289, -1.157, -1.967], [1.996, -2.267, -2.396], [0.711, -2.914, -2.088], [0.430, -4.131, -2.558], [-0.777, -4.744, -2.275], [1.402, -4.877, -3.404], [1.123, -6.001, -3.806], [2.677, -4.220, -3.732], [2.957, -3.002, -3.265], [4.152, -2.378, -3.571], [0.015, -2.361, -1.470], [-0.739, -5.615, -2.726], [3.367, -4.767, -4.363], [4.117, -1.509, -3.115]],
  "atomic_forces_ev_per_a": [[-1.1, 0.1, -1.4], [-0.9, -1.7, 4.2], [2.8, 2.5, -7.1], [0.3, -1.0, 4.1], [-2.0, 0.5, -1.2], [0.3, 0.1, -1.2], [0.9, 0.2, 0.3], [-0.5, 0.3, 0.7], [-3.3, 0.0, -2.4], [0.0, -0.7, 0.1], [-0.1, 5.1, -0.4], [3.5, 1.6, 2.3], [0.9, -0.2, -0.6], [2.1, -0.8, -1.4], [-1.4, -4.4, 0.1], [-1.1, 1.9, -2.1], [-1.5, -2.0, 0.3], [-0.2, 1.0, 2.6], [0.6, -2.0, 1.5], [0.7, -1.2, -1.9], [-0.5, 0.7, 2.5], [0.0, 2.0, -1.1], [0.8, 0.6, 2.1], [-0.7, -2.5, 0.0], [0.8, 0.3, 0.5], [-0.9, -0.3, -0.2], [0.0, -0.2, -0.4], [-1.4, 0.3, 1.3], [1.6, -0.2, -1.2], [1.0, 0.4, 0.4], [-0.7, -0.4, -0.6], [0.0, 0.1, 0.3], [1.4, -0.3, -1.2], [-1.6, 0.2, 1.1], [0.0, 0.0, 0.0], [-0.3, -0.2, -0.2], [-0.1, 0.0, 0.0], [0.3, 0.2, 0.3], [0.2, -0.9, -0.6], [-0.5, 0.6, 0.6], [0.3, 0.4, 0.0], [-1.8, -0.4, 0.7], [1.9, 0.2, -0.8], [0.4, -0.9, -0.6], [-0.1, 0.9, 0.4], [-0.2, -0.3, 0.0], [1.7, 0.4, -0.7], [-1.8, -0.2, 0.8], [0.0, 0.0, 0.0], [0.0, 0.3, 0.2], [0.0, 0.0, 0.0], [0.0, -0.4, -0.2]],
  "energy_ha": -2270.94149,
  "homo_lumo_gap_ev": 8.16,
  "smiles": "CC(=O)OCCCB1OB(F)OB(Cl)O1.O=C1C=C(O)C(=O)C=C1O.O=C1C=C(O)C(=O)C=C1O"
}

{
  "formula": "C17H17Br2ClO3",
  "method": "wB97M-V/def2-TZVPD",
  "symbols": ["O", "C", "C", "C", "Cl", "C", "O", "C", "O", "C", "C", "C", "C", "C", "C", "C", "C", "C", "C", "H", "H", "H", "H", "H", "H", "H", "H", "H", "H", "H", "H", "H", "Br", "C", "C", "Br", "H", "H", "H", "H"],
  "xyz": [[-4.426, 0.253, 0.101], [-3.241, 0.250, 0.362], [-2.648, -0.578, 1.480], [-1.626, -0.055, 2.138], [-0.827, -0.919, 3.418], [-1.137, 1.328, 1.753], [-0.645, 2.117, 2.526], [-1.283, 1.644, 0.269], [-0.323, 2.468, -0.232], [-2.286, 1.115, -0.437], [-2.470, 1.354, -1.923], [-1.253, 0.739, -2.714], [-0.310, 1.799, -3.352], [1.143, 1.713, -2.907], [1.757, 0.541, -2.521], [3.067, 0.508, -2.102], [3.797, 1.676, -2.042], [3.190, 2.850, -2.423], [1.887, 2.878, -2.854], [-3.059, -1.561, 1.686], [-0.765, 3.172, -0.725], [-3.340, 0.757, -2.219], [-2.631, 2.406, -2.182], [-1.627, 0.047, -3.475], [-0.709, 0.134, -1.983], [-0.323, 1.637, -4.438], [-0.709, 2.799, -3.151], [1.185, -0.384, -2.545], [3.488, -0.447, -1.799], [4.822, 1.613, -1.689], [3.786, 3.759, -2.374], [1.477, 3.852, -3.114], [0.721, -3.151, 6.289], [0.948, -4.993, 5.705], [0.802, -5.120, 4.212], [-1.064, -5.035, 3.666], [0.226, -5.589, 6.254], [1.954, -5.268, 6.015], [1.154, -6.093, 3.876], [1.326, -4.340, 3.667]],
  "atomic_forces_ev_per_a": [[0.4, -0.5, 0.1], [-0.2, 0.3, -0.5], [-0.2, 0.3, -0.6], [0.3, -0.1, 0.3], [-0.2, 0.5, -0.3], [0.6, 0.3, 0.0], [-0.3, -0.7, -0.5], [0.1, -0.3, 0.5], [-0.5, 0.2, 0.3], [0.0, 0.1, 0.3], [0.1, -1.3, 0.0], [-0.1, 0.6, 0.4], [0.0, -1.0, 0.0], [-0.7, 0.7, 0.0], [-0.7, -0.8, -0.2], [0.1, -0.4, 0.2], [0.4, -0.7, 0.2], [1.1, 0.7, 0.1], [0.0, 0.5, 0.0], [-0.1, 0.2, 0.1], [0.2, 0.0, -0.2], [-0.2, 0.6, 0.1], [-0.1, -0.1, 0.1], [0.0, 0.2, 0.1], [0.0, 0.1, -0.3], [-0.1, 0.3, 0.1], [0.2, -0.1, -0.2], [0.1, 0.1, 0.0], [0.1, 0.2, 0.0], [-0.1, 0.3, -0.1], [-0.3, 0.0, 0.0], [-0.2, -0.2, -0.1], [-0.1, 0.0, 0.0], [0.2, 0.2, 0.1], [-0.2, -0.2, -0.1], [0.0, 0.1, 0.0], [0.0, 0.0, -0.1], [0.0, 0.0, -0.1], [0.0, 0.0, 0.1], [0.0, 0.0, 0.1]],
  "energy_ha": -6491.88576,
  "homo_lumo_gap_ev": 8.25,
  "smiles": "O=C1C=C(Cl)C(=O)C(O)=C1CCCc1ccccc1.BrCCBr"
}

{
  "formula": "C17H17BrClNO7PRhTe",
  "method": "wB97M-V/def2-TZVPD",
  "symbols": ["Rh", "Br", "C", "C", "C", "C", "C", "N", "C", "O", "O", "H", "H", "H", "C", "C", "O", "P", "O", "Te", "O", "C", "C", "H", "H", "H", "H", "H", "H", "H", "H", "H", "H", "Cl", "C", "C", "C", "C", "C", "C", "C", "O", "O", "H", "H", "H", "H"],
  "xyz": [[-0.674, 1.389, -0.511], [-1.281, -1.089, 1.974], [-1.167, 0.724, 2.391], [-1.273, 1.104, 3.720], [-1.134, 2.433, 4.052], [-0.885, 3.364, 3.053], [-0.799, 2.924, 1.757], [-0.954, 1.619, 1.430], [-0.481, 3.874, 0.635], [-0.353, 5.053, 0.786], [-0.334, 3.265, -0.521], [-1.441, 0.348, 4.469], [-1.199, 2.740, 5.086], [-0.748, 4.419, 3.240], [2.407, -3.224, -1.164], [1.883, -2.545, 0.083], [1.396, -1.234, -0.246], [2.184, 0.086, 0.219], [1.335, 1.200, -0.418], [2.660, 0.151, 2.541], [3.588, 0.077, -0.540], [3.689, 0.453, -1.932], [4.004, 1.924, -2.055], [2.645, -4.265, -0.946], [3.312, -2.733, -1.520], [1.666, -3.205, -1.964], [2.651, -2.453, 0.856], [1.035, -3.080, 0.518], [2.761, 0.189, -2.447], [4.493, -0.169, -2.329], [3.199, 2.528, -1.640], [4.124, 2.184, -3.108], [4.929, 2.162, -1.533], [-2.098, -4.932, -1.143], [-2.504, -3.249, -1.094], [-3.800, -2.871, -0.756], [-4.129, -1.532, -0.702], [-3.169, -0.560, -0.975], [-1.895, -0.981, -1.331], [-1.531, -2.312, -1.393], [-3.536, 0.893, -0.801], [-4.679, 1.224, -0.613], [-2.560, 1.791, -0.888], [-4.534, -3.632, -0.532], [-5.123, -1.210, -0.425], [-1.150, -0.232, -1.622], [-0.532, -2.610, -1.662]],
  "atomic_forces_ev_per_a": [[0.0, 0.0, 0.3], [0.0, 0.0, -0.1], [0.1, -0.1, 0.0], [0.0, 0.1, 0.0], [0.0, 0.1, 0.1], [0.0, -0.1, -0.1], [-0.1, 0.0, 0.3], [0.3, 0.3, -0.2], [0.0, -0.3, -0.3], [0.0, 0.2, 0.2], [0.0, 0.0, -0.1], [0.0, -0.1, 0.0], [0.0, 0.0, 0.0], [0.0, 0.0, 0.0], [0.0, 0.0, 0.1], [0.0, 0.0, 0.1], [-0.1, 0.1, -0.3], [0.5, 0.1, 0.8], [-0.1, -0.2, 0.0], [-0.3, 0.0, -0.5], [-0.3, 0.0, 0.0], [0.0, -0.2, 0.0], [0.0, 0.0, -0.1], [0.0, 0.0, 0.0], [0.0, 0.0, 0.0], [0.0, 0.0, 0.0], [0.0, -0.1, 0.0], [0.0, 0.0, -0.1], [0.1, 0.0, 0.0], [0.0, 0.1, 0.0], [0.0, 0.0, 0.0], [0.0, 0.0, 0.0], [0.0, 0.0, 0.0], [0.0, 0.0, 0.0], [0.0, 0.0, 0.0], [0.1, -0.1, 0.0], [0.1, 0.2, 0.0], [0.1, -0.2, 0.1], [-0.1, 0.6, 0.1], [-0.2, -0.1, 0.0], [0.3, 0.5, -0.1], [-0.2, -0.1, 0.0], [-0.2, -0.3, 0.1], [0.0, 0.0, 0.0], [0.0, 0.0, 0.0], [0.2, -0.4, -0.3], [0.1, 0.0, 0.0]],
  "energy_ha": -4993.65342,
  "homo_lumo_gap_ev": 5.21,
  "de_lowest_kcal_mol": 0.00
}

{
  "formula": "C17H17BrLa",
  "method": "wB97M-V/def2-TZVPD",
  "symbols": ["C", "C", "C", "H", "C", "C", "H", "H", "H", "H", "La", "Br", "C", "C", "C", "H", "C", "C", "H", "H", "H", "H", "C", "C", "C", "C", "C", "C", "C", "H", "H", "H", "H", "H", "H", "H"],
  "xyz": [[1.977, 1.720, 1.055], [1.248, 0.884, 1.948], [1.310, -0.449, 1.533], [0.778, 1.116, 2.878], [2.034, -0.487, 0.288], [2.429, 0.874, 0.017], [3.072, 1.158, -0.805], [2.259, 2.742, 1.276], [1.144, -1.271, 2.198], [2.583, -1.391, -0.048], [-0.367, 0.900, -0.611], [-2.277, 2.593, 0.769], [-0.035, 2.065, -3.450], [1.379, 2.121, -3.457], [1.789, 3.158, -2.548], [2.042, 1.520, -4.080], [0.629, 3.746, -2.006], [-0.496, 2.991, -2.460], [-1.525, 3.150, -2.170], [-0.686, 1.478, -4.091], [2.812, 3.483, -2.361], [0.564, 4.620, -1.360], [-2.384, -0.496, 0.409], [-2.008, -1.824, 0.926], [-1.821, -2.153, 2.301], [-1.354, -3.407, 2.771], [-0.988, -4.357, 1.845], [-1.109, -4.034, 0.485], [-1.547, -2.822, 0.042], [-2.597, 0.149, 1.275], [-3.213, -0.312, -0.308], [-1.826, -1.344, 3.004], [-1.123, -3.556, 3.821], [-0.433, -5.248, 2.150], [-0.768, -4.755, -0.241], [-1.491, -2.563, -0.993]],
  "atomic_forces_ev_per_a": [[-0.5, -1.0, 0.0], [0.0, -0.2, 0.0], [1.0, 0.4, -1.1], [-0.1, 0.6, 0.3], [0.5, 0.3, 1.0], [0.4, -0.7, 0.2], [-0.1, 0.1, 0.0], [-0.3, 0.1, -0.5], [-0.7, -0.5, -0.2], [-0.8, 0.8, -0.3], [0.8, 0.6, 0.8], [0.2, 0.9, -0.1], [-0.1, -0.2, 1.1], [0.2, 0.5, 0.6], [-0.5, -0.3, -0.8], [-0.2, 0.2, 0.2], [-0.3, -1.0, 0.3], [0.3, 0.5, -0.8], [-0.1, 0.3, -0.2], [0.2, -0.1, 0.1], [-0.3, -0.1, -0.1], [0.1, -0.4, 0.0], [0.3, 0.2, 1.1], [0.4, -0.5, -0.1], [0.3, -0.4, -0.2], [0.1, 1.5, -0.8], [0.3, -0.3, -0.4], [0.6, -1.0, 0.3], [-0.7, 0.4, 0.6], [0.0, -0.3, -0.5], [0.4, -0.8, 0.3], [-0.6, 0.4, 0.4], [-0.2, 0.1, 0.0], [-0.5, 0.1, -0.1], [0.2, -0.2, -0.2], [-0.1, -0.1, -0.8]],
  "energy_ha": -3263.66067,
  "homo_lumo_gap_ev": 6.45,
  "charge": -1,
  "de_lowest_kcal_mol": 21.08
}

{
  "formula": "C17H17BrN2O5",
  "method": "wB97M-V/def2-TZVPD",
  "symbols": ["C", "C", "O", "C", "O", "N", "C", "C", "N", "C", "O", "C", "C", "C", "C", "C", "Br", "C", "C", "C", "O", "C", "O", "C", "C", "H", "H", "H", "H", "H", "H", "H", "H", "H", "H", "H", "H", "H", "H", "H", "H", "H"],
  "xyz": [[6.201, -0.657, 2.870], [5.570, -1.543, 1.806], [4.145, -1.464, 1.832], [3.604, -0.406, 1.192], [4.238, 0.413, 0.570], [2.257, -0.349, 1.352], [1.490, 0.613, 0.597], [0.667, -0.096, -0.489], [-0.130, -1.135, 0.116], [-1.473, -1.207, 0.120], [-2.102, -1.993, 0.804], [-2.209, -0.281, -0.809], [-3.220, 0.493, -0.361], [-4.012, 1.255, -1.278], [-5.057, 2.094, -0.880], [-5.774, 2.781, -1.833], [-7.194, 3.924, -1.293], [-5.482, 2.659, -3.190], [-4.456, 1.835, -3.596], [-3.716, 1.130, -2.646], [-2.720, 0.333, -3.085], [-1.933, -0.405, -2.245], [-1.076, -1.095, -2.732], [0.641, -2.101, 0.872], [1.455, -1.389, 1.956], [5.815, -0.914, 3.854], [7.279, -0.792, 2.864], [5.975, 0.386, 2.661], [5.924, -1.250, 0.813], [5.794, -2.597, 1.986], [0.817, 1.142, 1.282], [2.185, 1.322, 0.146], [1.338, -0.543, -1.230], [0.029, 0.630, -0.991], [-3.444, 0.543, 0.695], [-5.292, 2.191, 0.169], [-6.061, 3.208, -3.916], [-4.210, 1.720, -4.639], [-0.056, -2.813, 1.315], [1.317, -2.623, 0.186], [2.104, -2.094, 2.472], [0.775, -0.926, 2.680]],
  "atomic_forces_ev_per_a": [[-0.3, -0.2, -0.2], [0.5, 0.1, -0.1], [-0.3, 0.0, 0.0], [-0.1, 0.0, 0.2], [0.4, 0.1, -0.2], [-0.1, -0.1, 0.1], [0.0, 0.2, -0.4], [0.2, 0.4, 0.0], [0.2, -0.1, 0.1], [-0.1, 0.1, -0.1], [-0.2, -0.1, 0.2], [-0.5, 0.1, 0.1], [0.6, -0.4, -0.2], [0.0, 0.1, -0.6], [0.0, 0.0, -0.2], [-0.1, 0.1, 0.1], [0.1, -0.1, 0.0], [0.0, 0.0, 0.2], [0.3, -0.2, 0.1], [-0.7, 0.5, 0.5], [0.1, -0.1, -0.3], [0.4, -0.3, 0.0], [-0.3, 0.2, 0.1], [0.0, -0.2, 0.4], [-0.1, -0.4, 0.0], [0.0, 0.0, 0.1], [0.1, 0.0, 0.0], [0.0, 0.1, 0.0], [-0.1, -0.1, 0.1], [0.0, 0.1, -0.1], [0.0, 0.0, -0.1], [-0.1, 0.0, 0.1], [0.0, 0.1, 0.0], [0.1, -0.1, 0.0], [0.0, -0.1, 0.1], [0.0, 0.0, 0.1], [0.0, 0.0, -0.1], [0.0, 0.0, -0.1], [0.1, 0.1, -0.1], [0.0, 0.0, 0.0], [-0.1, 0.1, 0.0], [0.0, -0.1, 0.0]],
  "energy_ha": -3717.79659,
  "homo_lumo_gap_ev": 8.42,
  "smiles": "CCOC(=O)N1CCN(C(=O)c2cc3cc(Br)ccc3oc2=O)CC1",
  "de_lowest_kcal_mol": 0.00
}